Entry 1:
Density functional theory data (the ωB97M-V functional and the def2-TZVPD basis) for a cluster of 3 separate species, C28H62BrN4O8P in total.

Calculated values
ΔE to the lowest compared entry with this formula, charge and spin, kcal/mol: 0.00
HOMO, eV: -8.845
SMILES: [H]/N=C(\C)CP(CCCCOC=O)(CCOC(C)=O)(C[C@H](C)Br)OCCNC[C@@H](C)O.COC[C@@H](C)N.COC[C@@H](C)N

The geometry in ORCA input format:
```
! wB97M-V def2-TZVPD RIJCOSX def2/J DEFGRID3
* xyz 0 1
H -5.330 1.840 -2.592
N -4.996 2.302 -1.742
C -3.727 2.322 -1.721
C -2.867 1.770 -2.857
C -2.983 3.027 -0.599
P -3.629 2.991 1.148
C -2.713 2.432 2.661
C -1.327 1.761 2.430
C -0.293 2.106 3.522
C 1.152 2.024 3.036
O 1.482 0.624 2.876
C 2.760 0.303 3.023
O 3.123 -0.809 3.142
C -5.289 3.745 1.476
C -5.928 4.461 0.278
O -6.570 5.686 0.734
C -5.870 6.817 0.450
C -5.953 7.285 -0.981
O -5.290 7.409 1.296
C -2.852 4.783 1.362
C -1.337 4.962 1.128
C -0.550 5.474 2.356
Br -1.050 6.259 -0.366
O -4.399 1.461 0.918
C -3.894 0.167 1.077
C -2.733 -0.322 0.199
N -3.178 -0.904 -1.073
C -2.172 -1.808 -1.660
C -1.954 -1.612 -3.174
C -0.745 -0.703 -3.464
O -1.769 -2.891 -3.792
H -2.854 2.473 -3.698
H -1.840 1.579 -2.522
H -3.306 0.817 -3.183
H -1.943 2.667 -0.572
H -2.897 4.080 -0.901
H -2.551 3.298 3.315
H -3.335 1.736 3.237
H -1.477 0.677 2.471
H -0.927 1.958 1.427
H -0.385 1.354 4.321
H -0.481 3.077 3.993
H 1.820 2.467 3.788
H 1.288 2.536 2.074
H 3.462 1.152 3.011
H -5.939 2.933 1.818
H -5.192 4.456 2.305
H -6.722 3.847 -0.151
H -5.205 4.706 -0.506
H -5.024 7.804 -1.242
H -6.124 6.447 -1.662
H -6.787 7.994 -1.060
H -3.376 5.453 0.669
H -3.084 5.195 2.355
H -0.853 4.068 0.731
H 0.330 4.840 2.532
H -1.180 5.479 3.251
H -0.180 6.490 2.203
H -4.733 -0.516 0.850
H -3.648 -0.056 2.130
H -2.230 -1.102 0.808
H -1.970 0.436 -0.002
H -3.993 -1.472 -0.872
H -1.207 -1.659 -1.147
H -2.450 -2.862 -1.509
H -2.861 -1.213 -3.641
H 0.142 -1.334 -3.621
H -0.884 -0.065 -4.342
H -0.513 -0.050 -2.610
H -0.940 -3.261 -3.457
C 3.273 -3.965 0.306
O 3.158 -3.682 -1.079
C 3.029 -4.808 -1.922
C 1.616 -5.397 -1.995
C 1.202 -6.204 -0.768
N 0.606 -4.358 -2.242
H 3.842 -4.883 0.474
H 2.297 -4.036 0.791
H 3.811 -3.135 0.763
H 3.296 -4.449 -2.920
H 3.761 -5.579 -1.646
H 1.606 -6.078 -2.852
H 0.918 -5.559 0.063
H 0.336 -6.823 -1.004
H 2.009 -6.859 -0.434
H 0.854 -3.908 -3.122
H 0.753 -3.633 -1.541
C 7.062 -5.826 1.273
O 6.457 -5.068 0.244
C 6.959 -3.757 0.066
C 8.264 -3.664 -0.732
C 9.506 -4.094 0.042
N 8.205 -4.410 -1.992
H 7.341 -5.194 2.121
H 7.945 -6.364 0.918
H 6.331 -6.562 1.609
H 6.181 -3.230 -0.494
H 7.055 -3.256 1.039
H 8.386 -2.607 -0.986
H 9.595 -5.180 0.091
H 10.402 -3.724 -0.456
H 9.497 -3.703 1.061
H 7.462 -4.035 -2.574
H 7.915 -5.361 -1.782
*
```

Mulliken atomic charge list, values in e, 2 entries:
1. H 0.2979
2. N -0.4166

***

Entry 2:
Density functional theory data (the ωB97M-V functional and the def2-TZVPD basis) for a cluster of 3 separate species, C28H63BBrN2O15P3 in total.

Calculated values
HOMO, eV: -9.033
SMILES: CCN(CC[C@@]1(CC)OC[C@@](CCCBr)(B(O)O)[C@]1(N)CP(=O)(O)O)C(C)=O.CCOP(=O)(OCC)OCC.CCOP(=O)(OCC)OCC

The geometry in ORCA input format:
```
! wB97M-V def2-TZVPD RIJCOSX def2/J DEFGRID3
* xyz 0 1
C -2.149 0.599 -1.869
C -1.719 0.575 -0.288
N -1.315 -0.789 0.244
C -0.149 -1.370 -0.504
C 0.947 -2.202 0.375
C 1.497 -1.493 1.738
C 2.575 -0.219 1.606
C 2.106 0.935 0.544
O 0.514 -0.861 2.682
C -0.344 -1.978 3.104
C 0.745 -3.124 3.537
C 0.625 -3.132 5.167
C -0.852 -3.527 5.767
C -0.813 -4.971 6.610
Br -2.567 -5.931 6.602
B 0.311 -4.706 3.181
O 1.273 -5.847 3.223
O -1.103 -5.096 2.838
C 2.123 -2.641 2.790
N 2.788 -3.603 1.782
C 3.425 -2.155 3.649
P 4.098 -3.361 4.949
O 3.688 -4.873 4.787
O 3.678 -2.921 6.618
O 5.869 -3.311 4.891
C -2.564 -1.624 0.200
C -3.525 -1.584 1.569
O -3.032 -2.356 -0.809
H -3.021 -0.126 -2.162
H -1.242 0.458 -2.623
H -2.558 1.699 -2.087
H -2.669 0.947 0.329
H -0.902 1.413 -0.143
H -0.503 -2.113 -1.370
H 0.355 -0.466 -1.099
H 0.487 -3.292 0.536
H 1.890 -2.347 -0.344
H 3.606 -0.672 1.292
H 2.598 0.315 2.674
H 2.217 0.607 -0.574
H 2.830 1.862 0.705
H 1.035 1.296 0.850
H -1.032 -1.472 3.902
H -1.015 -2.540 2.328
H 1.000 -2.113 5.606
H 1.355 -3.994 5.552
H -1.092 -2.710 6.604
H -1.735 -3.466 5.003
H -0.527 -4.698 7.735
H 0.026 -5.697 6.168
H 1.002 -6.490 2.476
H -1.107 -5.294 1.852
H 3.473 -2.963 1.278
H 3.400 -4.292 2.268
H 4.354 -1.870 2.954
H 3.117 -1.157 4.216
H 3.605 -1.923 6.670
H 6.184 -2.401 5.179
H -2.995 -0.926 2.412
H -3.657 -2.690 1.927
H -4.583 -1.091 1.318
C 3.824 2.748 -6.761
C 3.015 2.024 -5.704
O 3.316 0.643 -5.707
P 4.666 0.144 -4.887
O 4.003 0.224 -3.490
O 4.408 -1.490 -5.072
C 4.521 -2.356 -3.951
C 3.141 -2.738 -3.450
O 5.408 0.055 -6.447
C 6.808 -0.168 -6.445
C 7.129 -1.650 -6.433
H 4.889 2.737 -6.508
H 3.504 3.790 -6.849
H 3.719 2.260 -7.735
H 3.190 2.454 -4.713
H 1.948 2.126 -5.927
H 5.128 -1.905 -3.160
H 5.046 -3.257 -4.282
H 2.549 -1.858 -3.182
H 3.213 -3.390 -2.573
H 2.584 -3.265 -4.232
H 7.271 0.343 -5.594
H 7.207 0.281 -7.360
H 6.951 -2.076 -5.442
H 8.180 -1.824 -6.682
H 6.498 -2.197 -7.142
C -7.205 4.157 -3.247
C -5.997 3.550 -2.563
O -5.395 4.489 -1.692
P -6.049 4.672 -0.181
O -5.400 3.388 0.394
O -4.877 5.697 0.409
C -4.299 5.452 1.684
C -2.921 4.839 1.519
O -6.773 6.106 -0.823
C -7.736 6.728 0.011
C -7.087 7.723 0.954
H -8.002 4.355 -2.523
H -7.597 3.482 -4.013
H -6.949 5.114 -3.713
H -6.271 2.642 -2.018
H -5.250 3.276 -3.313
H -4.949 4.825 2.301
H -4.206 6.416 2.195
H -2.957 3.911 0.942
H -2.472 4.626 2.495
H -2.263 5.523 0.973
H -8.302 5.971 0.565
H -8.437 7.255 -0.644
H -6.564 7.205 1.762
H -7.837 8.374 1.412
H -6.349 8.341 0.431
*
```

Mulliken atomic charge list, values in e, 2 entries:
1. C -0.8044
2. C -0.1540

***

| no. | HOMO-LUMO gap (eV) | DFT total energy (Ha) | strongest force on any atom (eV/Å) |
| --- | --- | --- | --- |
| 1 | 9.18 | -4840.25528 | 1.8 |
| 2 | 6.85 | -5965.44549 | 10.0 |